No. 1
A cluster of 6 separate species, C38H68F6O16S in total. Source: OMol25; level of theory: ωB97M-V/def2-TZVPD.

The geometry in XYZ format:
```
129
Properties=species:S:1:pos:R:3:forces:R:3:lowdin_charge:R:1
C -5.617217 -10.186812 -3.375400 -0.820 0.477 -0.281 -0.108
C -6.436063 -8.912985 -3.758712 1.111 -0.117 -0.346 -0.250
C -5.499324 -7.684486 -3.992462 -1.278 -1.021 -0.294 -0.220
C -4.963200 -7.783254 -5.427885 0.871 0.204 0.027 -0.203
C -3.695649 -6.921410 -5.747507 -0.195 -0.563 0.517 -0.195
C -3.370691 -5.833453 -4.717368 0.582 0.741 -1.055 -0.236
C -4.322735 -4.630407 -4.812818 -0.982 -0.559 0.741 -0.195
C -4.437327 -3.780439 -3.528235 1.258 0.527 -0.311 -0.203
C -3.160867 -3.744645 -2.641586 -1.253 1.231 0.432 -0.209
C -2.909766 -2.305701 -2.090268 1.149 -1.413 0.094 -0.195
C -1.878500 -2.420572 -0.935016 0.458 0.382 -0.425 -0.193
C -0.804040 -1.303187 -0.965645 0.200 -0.429 0.360 -0.174
C 0.519976 -1.832462 -1.540154 -1.802 -0.170 -0.062 -0.259
O 1.414008 -0.711681 -1.602357 1.519 0.428 0.157 -0.318
S 2.955629 -1.213915 -1.450081 -1.145 -0.690 0.619 0.996
O 3.277755 -1.857251 -2.681896 0.567 0.023 -0.589 -0.334
O 3.632252 0.340485 -1.365957 -0.253 -0.071 0.283 -0.194
C 5.008182 0.344383 -1.466981 -1.545 0.790 1.514 -0.439
O 5.543027 0.119820 -2.466193 1.826 -0.653 -2.392 0.237
C 5.765799 0.716802 -0.146306 -1.548 0.125 -1.810 -0.396
F 4.856081 1.196119 0.691813 -0.125 0.639 0.970 0.169
F 6.251463 -0.412204 0.334163 0.723 -0.657 0.578 0.190
C 6.853581 1.757230 -0.474308 0.672 -0.495 1.317 -0.401
F 7.790377 1.184664 -1.217318 0.842 -0.689 -0.505 0.185
F 6.357341 2.741417 -1.193964 -1.172 0.901 -0.355 0.200
C 7.595460 2.384138 0.743619 0.790 0.188 0.175 -0.360
F 6.782437 2.775540 1.728654 -0.772 -0.295 0.201 0.148
F 8.185873 3.495119 0.282041 0.234 0.555 -0.476 0.153
C 8.735532 1.516158 1.333443 0.525 1.818 0.211 -0.409
O 8.803071 0.362875 1.243797 -0.357 -2.901 -0.411 0.231
O 9.696669 2.242479 1.972173 -0.318 0.842 -0.082 0.111
H -5.927956 -11.010742 -4.022111 0.172 -0.111 0.213 0.063
H -5.841235 -10.454802 -2.341851 0.339 -0.115 -0.036 0.063
H -4.547680 -10.019384 -3.519792 -0.054 -0.094 0.145 0.066
H -7.191590 -8.707734 -2.998697 -0.043 0.005 -0.162 0.092
H -6.898749 -9.114326 -4.729857 -0.454 0.110 0.291 0.091
H -4.718124 -7.750008 -3.233505 0.042 0.407 -0.105 0.105
H -6.124424 -6.794331 -3.876874 0.479 0.203 0.181 0.098
H -4.693056 -8.831757 -5.609643 -0.069 0.095 -0.001 0.100
H -5.746524 -7.562522 -6.159643 -0.142 0.076 0.303 0.108
H -3.801684 -6.492060 -6.748857 0.069 0.131 0.147 0.105
H -2.835748 -7.600077 -5.798473 -0.067 0.082 -0.028 0.100
H -3.280622 -6.220367 -3.701795 -0.284 -0.075 -0.060 0.099
H -2.360696 -5.475263 -4.967154 -0.062 -0.081 0.157 0.105
H -5.324276 -5.040713 -4.999599 0.065 0.209 -0.105 0.086
H -4.115682 -3.989365 -5.674269 0.333 -0.187 0.040 0.113
H -5.289451 -4.049357 -2.916166 0.047 -0.284 -0.027 0.081
H -4.631403 -2.744179 -3.830161 -0.141 -0.146 -0.029 0.102
H -2.245069 -4.028075 -3.162475 -0.136 -0.344 0.118 0.102
H -3.356333 -4.355862 -1.753545 0.450 -0.381 -0.275 0.110
H -3.837656 -1.826700 -1.778309 0.105 0.145 -0.132 0.113
H -2.401475 -1.773583 -2.902471 -0.499 0.399 0.066 0.110
H -2.356888 -2.475448 0.044974 -0.040 0.024 -0.111 0.111
H -1.336735 -3.366125 -1.081106 -0.227 -0.039 0.181 0.097
H -1.162557 -0.481213 -1.586805 0.207 0.137 0.197 0.104
H -0.572397 -0.922744 0.031765 -0.248 0.176 -0.102 0.113
H 0.894674 -2.663304 -0.927375 0.219 0.301 0.082 0.116
H 0.303466 -2.247723 -2.532124 0.518 0.213 -0.086 0.128
H 10.511804 2.251498 1.451095 0.001 -0.180 0.177 0.141
O -1.299958 1.899365 0.398573 0.064 -0.092 -0.214 0.100
C -0.742023 2.640857 -0.367393 0.114 0.328 0.361 -0.518
O -0.097626 2.119392 -1.428509 -0.202 -0.447 -0.178 -0.015
C 0.471961 2.894704 -2.483544 0.207 0.189 -0.017 -0.226
C 1.851611 3.402608 -2.118389 0.076 0.046 0.182 -0.054
C -0.677699 4.128390 -0.121067 -0.338 0.043 -0.419 0.005
H -0.204046 3.698164 -2.783418 0.012 0.042 0.102 0.113
H 0.550275 2.219459 -3.335522 -0.089 -0.130 0.119 0.124
H 1.819827 4.066091 -1.253353 -0.051 0.075 -0.067 0.072
H 2.293508 3.947157 -2.954209 -0.013 -0.019 -0.009 0.084
H 2.502485 2.567250 -1.857290 -0.056 -0.023 -0.102 0.062
H 0.107743 4.335283 0.603910 -0.027 0.028 0.010 0.101
H -1.631721 4.451482 0.288090 0.100 -0.074 0.202 0.089
H -0.506807 4.722201 -1.015139 0.163 0.018 0.059 0.058
O -7.276625 -3.740374 -3.757296 -0.429 0.218 -0.058 0.097
C -8.354715 -3.536458 -3.267870 -0.045 -0.337 0.170 -0.503
O -8.641956 -2.308980 -2.794571 0.212 0.285 -0.220 0.007
C -9.936453 -1.915873 -2.331022 -0.174 -0.081 0.209 -0.236
C -10.163928 -2.332072 -0.892020 0.083 -0.142 0.050 -0.065
C -9.359857 -4.651477 -3.097130 -0.364 0.096 -0.356 0.015
H -10.715725 -2.282888 -3.001455 0.033 -0.084 0.022 0.114
H -9.955393 -0.828960 -2.400046 0.168 -0.025 -0.093 0.122
H -10.130281 -3.415690 -0.775686 -0.088 0.003 -0.035 0.067
H -11.133395 -1.978251 -0.539436 0.015 0.017 -0.011 0.082
H -9.383635 -1.918595 -0.252395 -0.039 0.080 -0.032 0.085
H -9.097356 -5.232536 -2.213715 0.017 0.008 -0.008 0.097
H -9.308275 -5.293280 -3.974766 0.202 -0.059 0.096 0.092
H -10.390601 -4.314870 -3.014100 0.031 0.014 0.172 0.068
O 9.643001 4.960588 7.936761 0.047 0.050 -0.175 0.107
C 9.199866 4.417923 6.962059 -0.286 -0.069 0.151 -0.529
O 9.314926 5.015252 5.760813 0.331 0.223 -0.003 0.002
C 8.959220 4.391003 4.522307 -0.261 -0.107 -0.077 -0.233
C 7.474884 4.509315 4.242183 -0.081 0.066 0.190 -0.051
C 8.440524 3.115249 7.070314 0.327 -0.417 -0.201 0.008
H 9.309402 3.358148 4.495155 -0.044 -0.005 0.054 0.103
H 9.515155 4.925352 3.753085 0.090 0.072 0.144 0.124
H 6.879006 4.004402 5.004037 0.029 -0.075 -0.038 0.072
H 7.232842 4.076839 3.274901 0.057 0.134 0.139 0.053
H 7.171710 5.557082 4.245808 0.072 0.007 -0.050 0.089
H 7.419122 3.325557 7.385708 0.013 0.021 0.001 0.090
H 8.928055 2.497626 7.822466 -0.089 0.171 0.152 0.090
H 8.423180 2.530888 6.152925 -0.152 0.105 -0.051 0.066
O -1.016009 7.185247 0.605538 -0.020 -0.082 -0.192 0.107
C -1.517949 7.857019 -0.253348 0.121 0.349 0.135 -0.519
O -1.522352 7.405290 -1.524902 0.003 -0.425 -0.003 -0.011
C -2.220771 8.046677 -2.596613 0.009 0.253 -0.136 -0.234
C -1.412132 9.182991 -3.188440 0.108 0.077 0.112 -0.065
C -2.068215 9.231133 0.046543 -0.534 -0.064 -0.034 0.013
H -3.215062 8.362465 -2.276235 0.047 0.048 0.063 0.115
H -2.369370 7.276715 -3.352859 0.061 -0.117 0.138 0.122
H -1.221927 9.966949 -2.455007 -0.090 0.026 -0.018 0.067
H -1.936283 9.625079 -4.036382 0.002 -0.027 0.000 0.083
H -0.440807 8.819183 -3.525022 -0.056 -0.048 -0.058 0.084
H -1.243749 9.941965 0.083298 0.009 -0.020 0.006 0.098
H -2.554373 9.197694 1.019512 0.219 -0.018 0.072 0.093
H -2.813104 9.579163 -0.665250 0.136 0.059 -0.092 0.068
O 2.316241 1.020602 11.191447 -0.006 -0.112 -0.181 0.110
C 3.227837 1.130247 10.419672 0.236 0.097 0.261 -0.527
O 3.343686 0.250160 9.403110 -0.355 -0.139 -0.114 -0.002
C 4.296278 0.376171 8.345946 0.262 0.002 -0.006 -0.238
C 5.650008 -0.174878 8.746151 0.062 0.026 0.168 -0.066
C 4.294721 2.183518 10.611517 -0.094 0.347 -0.386 0.010
H 4.351616 1.408768 7.995358 0.029 0.017 0.081 0.111
H 3.897717 -0.210083 7.518747 -0.155 -0.009 0.109 0.123
H 6.075007 0.372278 9.588253 0.021 0.069 -0.066 0.067
H 6.350149 -0.118663 7.911268 -0.024 -0.016 -0.009 0.077
H 5.557417 -1.215272 9.058930 -0.034 -0.010 -0.097 0.084
H 5.005494 1.835282 11.359749 -0.016 -0.006 0.003 0.097
H 3.815115 3.091892 10.970490 -0.022 -0.126 0.189 0.092
H 4.829526 2.448988 9.702308 0.107 -0.129 0.042 0.062
```
Positions in Å, forces in eV/Å.

* Kohn-Sham gap: 9.90 eV
* HOMO level: -9.8 eV
* E_tot: -3689.87424 a.u.

***

No. 2
A structure of composition C3H6I2O. Source: OMol25; level of theory: ωB97M-V/def2-TZVPD.

The geometry in XYZ format:
```
12
Properties=species:S:1:pos:R:3:forces:R:3:nbo_charge:R:1
C -1.004177 -1.454755 0.646533 -0.856 -1.506 2.271 -0.769
C 0.448221 1.830359 -0.677325 0.945 1.098 -2.406 -0.295
C 0.194674 -0.745583 0.192471 0.256 4.381 1.041 -0.034
O -0.445045 0.943089 -0.034264 2.497 -3.218 0.397 -0.581
I 1.214005 -1.538227 -1.523940 -0.567 0.496 0.719 0.235
I 1.524053 -0.381944 1.926455 -0.391 -0.215 -0.976 0.147
H -0.780186 -2.467239 1.088277 0.360 1.004 -0.303 0.247
H -1.538031 -1.721567 -0.200218 -1.504 -0.233 -1.767 0.231
H -1.719452 -0.991895 1.408237 1.456 0.087 -1.152 0.265
H 0.435913 1.636615 -1.814901 -0.103 0.319 1.475 0.164
H 1.591615 2.022115 -0.492026 -1.805 -1.443 0.769 0.185
H 0.078411 2.869033 -0.519298 -0.288 -0.771 -0.069 0.205
```
Positions in Å, forces in eV/Å.

* Kohn-Sham gap: 8.89 eV
* energy above the lowest of the compared OMol25 structures with the same formula, charge and spin: 265.1 kJ/mol
* HOMO level: -9.5 eV
* E_tot: -788.42749 a.u.

***

No. 3
A structure of composition CH11NO3. Source: OMol25; level of theory: ωB97M-V/def2-TZVPD.

The geometry in XYZ format:
```
16
Properties=species:S:1:pos:R:3:forces:R:3:nbo_charge:R:1
C -2.496633 -0.723958 -0.008922 -0.472 -0.358 -2.757 -0.537
N -1.682690 0.121772 0.758954 -1.195 0.055 0.150 -0.286
H -3.167276 -1.451319 0.515187 0.496 0.434 0.541 0.311
H -3.319424 -0.223594 -0.692645 1.432 -0.291 1.321 0.259
H -1.851841 -1.353119 -0.697597 -0.617 0.584 0.976 0.258
H 3.403928 1.946573 -0.227772 1.403 0.025 1.025 0.015
H -2.256544 0.925000 1.123384 0.630 -0.603 -0.395 0.365
H 1.759525 -0.357035 0.671712 -0.922 0.474 1.616 0.492
H 2.394623 -1.315777 -1.191820 0.270 -1.086 -0.286 0.444
O 2.124037 -0.457825 -0.903875 -0.810 1.398 0.759 -0.874
H 0.700242 0.523177 -1.372167 -0.613 -0.173 0.608 0.522
H -0.588585 0.618040 -0.362491 1.072 0.580 -1.473 0.428
O -0.223175 0.901968 -1.290943 -0.359 -0.387 0.918 -0.907
H 4.048408 1.976321 0.241604 -1.385 -0.015 -1.012 -0.016
H 0.320611 -0.131287 1.351896 0.847 -0.067 0.308 0.456
O 1.263507 -0.152347 1.617514 0.225 -0.570 -2.298 -0.931
```
Positions in Å, forces in eV/Å.

* Kohn-Sham gap: 3.72 eV
* energy above the lowest of the compared OMol25 structures with the same formula, charge and spin: 904.6 kJ/mol
* HOMO level: -9.3 eV
* E_tot: -324.83547 a.u.

***

Question: The highest Kohn-Sham gap belongs to which entry?
Answer: C38H68F6O16S

***

Question: Which value of E_tot does entry 3 give?
Answer: -324.83547 a.u.

***

Question: Look up the E_tot of the second one.
Answer: -788.42749 a.u.